No. 1
DFT (ωB97M-V/def2-TZVPD) results for a 2-piece molecular cluster, C3H7NO4 overall at a distorted geometry.

Results
- spin multiplicity = 2
- HOMO-LUMO gap (spin up / spin down) (eV) = 10.894 / 5.251
- charge = +1
- energy relative to the best compared isomer or geometry (same formula, charge and spin) (kJ/mol) = 55.2
- electronic energy (hartree) = -473.87740

Cartesian coordinates (Å):
O -0.76398 1.11785 -2.35193
C -0.14137 0.73951 -1.41281
N -0.46504 -0.66311 -1.04142
C 0.20576 -1.52066 -0.17198
O -0.60396 -2.39314 0.36319
O 1.39810 -1.45837 -0.09910
C 0.96015 1.39652 -0.67892
H -1.27380 -1.02857 -1.54954
H -0.22179 -2.87492 1.11739
H 1.85635 0.91003 -1.07620
H 0.94626 2.47729 -0.81758
H 0.97404 1.23571 0.40366
H -1.40984 1.09608 1.87869
H -0.64737 0.02066 2.81521
O -0.81353 0.94510 2.62133

***

No. 2
DFT (ωB97M-V/def2-TZVPD) results for one molecule with the formula C3H7NO4S at a distorted geometry.

Results
- HOMO-LUMO gap (eV) = 9.646
- energy relative to the best compared isomer or geometry (same formula, charge and spin) (kJ/mol) = 332.0
- structure (SMILES) = O=S(=O)(O)C1(O)CNC1
- electronic energy (hartree) = -872.29742

Cartesian coordinates (Å):
C -0.84180 0.18338 1.17715
C -1.08910 -0.12368 -1.01396
C 0.10800 0.77345 0.11931
N -1.56498 -0.64840 0.24101
O 1.32114 -1.61652 -0.67078
O 2.52158 0.59945 -0.80901
O 2.05773 -0.50374 1.33786
O 0.32140 2.10167 -0.00034
S 1.62970 -0.17583 0.07324
H -0.39774 -0.38589 2.08883
H -1.43457 1.02480 1.46930
H -1.80446 0.41929 -1.68113
H -0.39475 -0.81226 -1.70402
H 1.25416 -2.47217 -0.25124
H -2.56975 -0.66892 0.34180
H 0.88343 2.30538 -0.71805

***

No. 3
DFT (ωB97M-V/def2-TZVPD) results for one molecule with the formula C3H7NO5 at a distorted geometry.

Results
- HOMO-LUMO gap (eV) = 10.033
- energy relative to the best compared isomer or geometry (same formula, charge and spin) (kJ/mol) = 7.7
- structure (SMILES) = O=C(O)NCC(O)(O)O
- electronic energy (hartree) = -549.50230

Cartesian coordinates (Å):
C -1.17235 0.06852 -0.26241
C 0.06299 -1.03473 -0.52847
N 1.07102 -0.95192 0.50852
C 1.75485 0.16994 0.82372
O -2.32490 -0.64594 -0.46747
O -1.06138 0.51577 1.03459
O -1.06393 1.10849 -1.15268
O 1.63065 1.15670 -0.11657
O 2.28805 0.37651 1.88560
H -2.42268 -0.49719 -1.45792
H -1.93637 0.76284 1.35889
H -0.17900 1.49842 -1.05993
H 2.21233 1.88028 0.15831
H 0.94770 -1.55653 1.30588
H -0.32157 -2.05460 -0.53615
H 0.51460 -0.79658 -1.49391